The following is a quantum chemistry calculation of an isolated molecule of C5H4N2, from the OMol25 dataset.

Structure (XYZ):
```
11
Properties=species:S:1:pos:R:3:lowdin_charge:R:1
C -0.6439 2.1467 -1.6187 0.13
C -0.1655 1.2962 -0.9137 -0.07
C 0.1604 0.2040 -0.0659 -0.30
C 0.4530 -1.1131 -0.3574 -0.02
C 0.3684 -1.7696 0.8845 -0.16
N 0.0557 -0.9343 1.8685 0.03
N -0.0578 0.2531 1.2746 0.01
H -1.2400 2.7887 -2.2268 0.03
H 0.6435 -1.5221 -1.3388 0.10
H 0.5097 -2.8200 1.0997 0.10
H -0.3552 1.0581 1.8041 0.16
```

Energy relative to the best compared isomer or geometry (same formula, charge and spin) ... 1.9384 eV
SMILES ... C#Cc1ccn[nH]1
Gap between HOMO and LUMO ... 10.0 eV
Charge ... 0



The following is a quantum chemistry calculation of an isolated molecule of C5H4N2 at a distorted geometry, from the OMol25 dataset.

Structure (XYZ):
```
11
Properties=species:S:1:pos:R:3:lowdin_charge:R:1
C -0.2206 1.4076 2.7836 0.12
C 0.0430 0.8648 1.6874 -0.02
C -0.0459 0.3586 0.2697 -0.29
C -1.0069 -0.8119 -1.3208 -0.23
C 0.3579 -0.8541 -1.5834 -0.10
H -0.0128 2.0643 3.5120 -0.02
H -1.9669 -1.0299 -2.0029 0.15
H 1.1341 -1.5279 -2.0195 0.11
H 1.9666 -0.2640 -0.4802 0.15
N -1.2218 -0.1351 -0.2602 0.06
N 0.9734 -0.0726 -0.5856 0.07
```

Energy relative to the best compared isomer or geometry (same formula, charge and spin) ... 3.2872 eV
SMILES ... C#Cc1ncc[nH]1
Gap between HOMO and LUMO ... 9.1 eV
Charge ... 0



The following is a quantum chemistry calculation of an isolated molecule of C5H4N2, from the OMol25 dataset.

Structure (XYZ):
```
11
Properties=species:S:1:pos:R:3:lowdin_charge:R:1
C 3.1226 0.5279 0.4274 -0.05
C 1.8871 0.2893 0.4198 -0.29
C 0.5036 0.0868 0.0633 -0.40
C -0.2900 -1.0931 -0.1614 0.05
C -1.6080 -0.6809 -0.1279 -0.11
N -1.7013 0.6412 0.1332 0.09
N -0.4842 1.0741 0.2550 0.05
H 0.9971 0.2568 -0.9641 0.23
H 0.1154 -2.0724 -0.3733 0.13
H -2.5107 -1.2544 -0.2860 0.11
H -0.3003 2.0435 0.4821 0.18
```

Energy relative to the best compared isomer or geometry (same formula, charge and spin) ... 6.5098 eV
Gap between HOMO and LUMO (spin up / spin down) ... 6.9 / 6.9 eV
Charge ... 0



The following is a quantum chemistry calculation of an isolated molecule of C5H4N2 at a distorted geometry, from the OMol25 dataset.

Structure (XYZ):
```
11
Properties=species:S:1:pos:R:3:lowdin_charge:R:1
C 2.7033 -0.8040 0.1649 0.15
C 1.5026 -0.6831 0.2622 -0.20
C 0.0891 0.5439 0.3084 -0.09
C 0.1463 -0.6931 0.7343 -0.02
N -2.1683 -0.1787 -0.2930 0.03
N -1.8381 0.9067 -0.8114 -0.05
C -0.5387 1.3872 -0.4803 -0.13
H 3.6703 -1.2052 0.0001 0.03
H -0.2330 -1.2259 1.6010 0.13
H -3.1057 -0.3959 -0.6330 0.06
H -0.2280 2.3482 -0.8533 0.09
```

Energy relative to the best compared isomer or geometry (same formula, charge and spin) ... 6.9433 eV
Gap between HOMO and LUMO (spin up / spin down) ... 8.1 / 8.1 eV
Charge ... 0



The following is a quantum chemistry calculation of an isolated molecule of C5H4N2O at a distorted geometry, from the OMol25 dataset.

Structure (XYZ):
```
12
Properties=species:S:1:pos:R:3:lowdin_charge:R:1
C 1.4799 1.0631 0.1931 -0.32
C 0.2289 1.5118 0.4243 -0.10
C -0.7083 0.7753 -0.3210 -0.23
C -0.3698 -0.4446 -0.6968 0.12
C 1.6602 -1.0866 0.1646 -0.05
N 2.2458 0.0463 0.8844 0.10
N 2.6980 -0.3629 -0.4662 0.03
O 2.0051 0.7874 -1.0433 0.01
H -0.1353 1.9082 1.4521 0.14
H -1.7870 1.2328 -0.4739 0.14
H -0.8844 -1.4198 -1.0660 0.10
H 1.7287 -2.0911 0.2997 0.07
```

Energy relative to the best compared isomer or geometry (same formula, charge and spin) ... 9.9801 eV
Gap between HOMO and LUMO (spin up / spin down) ... 7.9 / 7.9 eV
Charge ... 0



The following is a quantum chemistry calculation of an isolated molecule of C5H4N2O at a distorted geometry, from the OMol25 dataset.

Structure (XYZ):
```
12
Properties=species:S:1:pos:R:3:lowdin_charge:R:1
C -0.8699 0.3240 1.0327 -0.45
C 0.5431 0.5197 1.0639 -0.06
C 1.5713 0.4257 0.1754 -0.10
C -0.7383 -0.5603 -1.3833 -0.03
C -1.3808 -0.3394 -0.1741 0.02
H 1.1038 0.4396 2.1609 0.17
H 2.6543 0.0907 0.5851 0.14
H -1.3039 -0.8627 -2.1673 0.05
H -2.3118 -0.9223 -0.0986 0.12
N 1.5912 0.5342 -1.3459 0.02
N 0.4772 0.1651 -1.9814 0.01
O -1.3362 0.1857 2.1326 0.09
```

Energy relative to the best compared isomer or geometry (same formula, charge and spin) ... 4.7008 eV
SMILES ... O=c1ccnncc1
Gap between HOMO and LUMO ... 8.8 eV
Charge ... 0



The following is a quantum chemistry calculation of a structure of composition C5H4N2O at a distorted geometry, from the OMol25 dataset.

Structure (XYZ):
```
12
Properties=species:S:1:pos:R:3:lowdin_charge:R:1
C 0.3262 -0.7197 1.4082 -0.26
C 2.2430 -0.7353 -0.3382 0.08
C -1.4559 0.7712 -0.1208 -0.24
C 1.1307 -0.3722 0.3206 -0.15
C -0.1559 0.4781 -0.8018 -0.22
N -0.3009 -0.7302 2.3789 0.17
N -2.5469 0.2430 -0.2837 0.14
O 0.2395 0.5813 -1.9020 0.13
H 2.4369 -0.3142 -1.3741 0.10
H 2.8588 -1.4791 0.0252 0.04
H -1.3702 1.6459 0.5116 0.12
H -3.4051 0.6313 0.1759 0.10
```

Energy relative to the best compared isomer or geometry (same formula, charge and spin) ... 3.1668 eV
Gap between HOMO and LUMO ... 9.2 eV
Charge ... 0



The following is a quantum chemistry calculation of an isolated molecule of C5H4N2O at a distorted geometry, from the OMol25 dataset.

Structure (XYZ):
```
12
Properties=species:S:1:pos:R:3:lowdin_charge:R:1
C 2.4945 0.3036 -0.1365 -0.28
C 0.7925 -1.6680 0.0160 -0.12
C -0.5723 -1.3575 0.0525 -0.16
C 1.7595 -0.7516 0.0790 0.02
C -1.0759 0.9539 0.5722 -0.12
N 3.3834 1.0781 -0.3197 0.15
N -1.8629 1.9634 -0.0192 0.06
O -1.1166 -0.1876 -0.0365 -0.04
H 1.0239 -2.7438 0.0903 0.12
H -1.1438 -2.3566 0.3649 0.17
H -1.5523 2.8939 0.3338 0.10
H -2.1301 1.8721 -0.9968 0.09
```

Energy relative to the best compared isomer or geometry (same formula, charge and spin) ... 6.3672 eV
Gap between HOMO and LUMO (spin up / spin down) ... 7.2 / 6.6 eV
Charge ... 0